DFT (wB97M-V/def2-TZVPD) results for a molecular structure, C48H28Cl2InN8O2 in a non-equilibrium geometry.

XYZ file:
```
89
Properties=species:S:1:pos:R:3:forces:R:3:lowdin_charge:R:1
In 13.21710 13.39192 11.53484 -0.49 -0.61 -0.41 0.975
C 8.58070 8.89364 9.77073 -0.04 0.48 -0.04 -0.112
C 9.65055 8.00901 9.73197 -0.10 -1.40 -0.25 -0.108
C 10.93012 8.36165 10.12364 -1.69 2.68 0.59 0.000
C 11.07195 9.73927 10.51170 0.15 -0.36 0.95 -0.042
C 12.25220 10.39374 11.09104 -2.80 1.80 -1.22 -0.258
N 11.78795 11.76652 11.35936 0.73 -1.61 0.22 0.080
C 10.44104 11.83161 11.19904 3.02 3.76 1.21 -0.307
N 9.70973 12.89488 11.59965 -1.41 -0.05 0.86 0.182
C 10.13133 13.92235 12.30746 3.39 -0.99 -2.11 -0.238
C 9.36498 14.82219 13.11764 -1.37 -0.08 -0.73 -0.135
C 8.00926 14.88590 13.37100 0.05 -0.40 0.29 0.006
C 7.61406 15.91666 14.20981 -2.02 -0.96 -0.40 -0.098
C 8.46465 16.83742 14.76595 0.64 -0.35 -0.51 -0.098
C 9.78577 16.81193 14.42272 1.52 0.21 -0.51 0.012
C 10.21244 15.78048 13.55968 -0.74 2.81 2.51 -0.121
C 11.54387 15.46467 13.20439 1.11 -1.17 -1.58 -0.333
N 12.58880 15.96317 13.71603 1.32 -0.27 0.70 0.221
C 13.86793 15.39205 13.70390 -1.96 0.69 -0.66 -0.277
N 14.41790 14.43632 12.92761 -2.77 -0.44 -1.86 0.075
C 15.59634 14.10101 13.36426 3.75 -0.05 -0.05 -0.232
N 16.48357 13.27257 12.56748 -2.13 0.72 0.61 0.088
C 15.85715 12.04816 12.26744 2.27 -2.68 -0.70 -0.218
N 14.67632 11.78736 11.71800 0.20 0.23 1.02 0.104
C 14.51413 10.39756 11.64130 -0.26 1.06 -0.41 -0.265
N 13.39362 9.84249 11.22183 0.40 -0.81 0.29 0.201
C 15.70924 9.76831 12.07106 -0.75 -1.71 -0.57 -0.121
C 16.08679 8.40163 12.26145 -1.12 0.86 0.00 -0.018
C 17.25516 8.12624 12.88322 0.38 -0.70 -0.44 -0.112
C 18.14896 9.15868 13.22810 1.45 -0.16 0.12 -0.121
C 17.87879 10.46403 12.97721 -2.32 1.02 -0.26 -0.002
C 16.55948 10.76215 12.42398 2.32 2.28 1.55 -0.088
C 15.96577 14.93728 14.42495 -0.24 -0.39 1.03 -0.117
C 17.03147 15.08349 15.37427 -0.91 -0.87 -0.89 -0.061
C 16.84811 15.84136 16.49295 1.74 0.64 -0.30 -0.108
C 15.70748 16.73750 16.65579 -0.11 -1.34 -0.60 -0.089
C 14.69468 16.62913 15.72689 0.48 -0.37 0.13 -0.016
C 14.80234 15.68924 14.63516 0.72 2.77 2.95 -0.148
N 11.46101 14.38861 12.31491 -1.01 -1.00 0.36 0.079
C 9.97650 10.69225 10.60800 0.30 -5.43 -1.81 -0.119
C 8.74862 10.18159 10.21608 -0.97 1.11 -0.23 -0.033
H 7.58880 8.57512 9.47015 0.13 -0.05 -0.04 0.096
H 9.37366 6.98918 9.40844 0.61 0.43 0.27 0.104
H 11.69157 7.66270 10.32536 0.97 -0.57 -0.27 0.091
H 7.40395 14.07112 12.96234 -0.24 0.62 0.24 0.121
H 6.56592 16.06838 14.45979 0.00 -0.42 -0.10 0.100
H 8.03078 17.50392 15.45098 -0.17 1.13 0.71 0.088
H 10.52617 17.57566 14.73009 -0.56 -0.66 0.03 0.125
H 15.37075 7.64975 11.99683 -0.11 -0.44 -0.16 0.101
H 17.57665 7.08855 13.02452 -0.23 0.38 0.08 0.101
H 19.12463 8.84986 13.61865 -0.33 0.29 0.07 0.097
H 18.46896 11.32323 13.27800 0.36 -0.32 -0.07 0.107
H 17.93110 14.50985 15.16136 0.05 0.12 0.50 0.107
H 17.80515 15.81515 17.07698 -1.41 0.63 0.24 0.100
H 15.59733 17.38376 17.52287 0.19 -0.10 -0.18 0.084
H 13.76648 17.18970 15.80419 0.22 0.05 0.05 0.098
H 7.90107 10.84615 10.18031 -0.29 0.14 0.26 0.107
Cl 15.19364 14.63985 6.59287 0.00 -0.49 0.33 0.581
C 13.59510 14.52883 7.41800 0.31 0.94 -1.38 -0.966
Cl 13.06460 16.20189 7.60961 -0.42 0.22 0.37 0.601
C 13.63169 13.75018 8.70153 -0.30 -2.96 1.56 -0.730
O 13.88092 14.39010 9.78889 -0.34 0.61 -0.52 -0.130
O 13.41211 12.51107 8.69576 0.23 2.36 -0.73 0.019
H 12.93312 14.10537 6.67112 0.01 -0.38 0.33 0.062
C 18.17169 11.89882 7.92817 0.52 -0.04 1.90 -0.094
C 19.21476 12.18803 8.76341 0.83 0.95 2.76 -0.069
C 19.03520 12.83613 10.05016 -0.56 -0.12 -1.68 -0.001
C 17.75797 13.19255 10.46492 -0.07 -0.54 -0.88 -0.146
C 16.72521 12.81775 9.58076 0.05 1.25 1.16 -0.048
C 16.90115 12.15511 8.41041 -1.65 -0.06 -2.40 -0.086
C 17.38764 13.94979 11.71741 0.01 -2.69 -1.15 -0.150
C 17.94987 15.07548 12.05929 1.14 1.00 0.35 -0.001
C 18.77690 15.88490 11.18955 1.74 1.94 0.45 -0.199
C 18.30265 16.20770 9.93528 0.30 0.24 -0.50 -0.042
C 18.95300 17.09893 9.11660 1.25 0.46 0.40 -0.071
C 20.09678 17.77946 9.57705 -1.13 0.27 -1.50 -0.118
C 20.59343 17.55346 10.83331 -0.11 -1.02 0.49 -0.111
C 19.95722 16.59067 11.63800 -0.65 -0.52 -0.76 -0.014
H 18.44202 11.46665 7.02072 -0.25 -0.79 -1.58 0.081
H 20.24217 11.89118 8.57874 -0.08 0.18 -0.54 0.093
H 19.89566 13.24037 10.54169 0.46 -0.29 0.54 0.103
H 15.81270 13.33695 9.77611 -0.79 -0.54 0.16 0.080
H 16.00574 11.98920 7.73399 1.15 0.15 1.04 0.114
H 17.78674 15.49600 13.01387 -0.30 0.30 0.85 0.096
H 17.39661 15.78008 9.58720 -0.71 -0.49 -0.21 0.111
H 18.62616 17.25166 8.10535 -0.29 0.20 -0.21 0.095
H 20.50636 18.52935 8.89864 0.26 -0.21 0.30 0.094
H 21.52275 18.04321 11.11971 -0.30 -0.09 0.30 0.096
H 20.42068 16.34004 12.58061 -0.23 -0.03 0.28 0.098
```
Forces are in eV/Å.

Summary:
Max |F| = 0.1115 Eh/bohr
Energy above the lowest of the compared OMol25 structures with the same formula, charge and spin = 0.0 kcal/mol
Frontier orbital gap = 5.125 eV
Net charge = -1
HOMO energy = -4.03 eV


DFT (wB97M-V/def2-TZVPD) results for 8 unconnected molecules or ions with the total composition C35H79ClN2O22S7 in a non-equilibrium geometry.

XYZ file:
```
146
Properties=species:S:1:pos:R:3:forces:R:3:lowdin_charge:R:1
C 0.84470 0.16103 3.26380 0.04 0.48 0.05 -0.087
O 1.24197 0.45233 1.94239 0.38 -0.21 -0.35 -0.189
C 0.79901 -0.54176 1.01583 -0.71 -0.61 0.24 -0.274
C -0.67519 -0.27721 0.62172 -0.25 -0.31 0.35 -0.061
C -1.53671 -1.52598 0.68817 0.10 0.71 -1.12 -0.214
C -2.21240 -1.92155 -0.46009 0.31 0.37 -0.13 -0.047
C -2.96651 -3.05772 -0.42451 -0.99 -0.72 -1.19 -0.091
C -3.08666 -3.83814 0.69836 -0.09 -0.33 0.50 -0.060
C -2.43790 -3.45578 1.85552 0.10 -0.31 0.29 -0.282
C -2.54770 -4.30683 3.10285 0.30 0.35 -0.42 -0.041
C -1.67976 -2.29616 1.81388 0.50 0.18 1.15 -0.022
C 1.77629 -0.73570 -0.18165 1.01 1.64 1.17 -0.258
C 3.16606 -0.19809 0.26605 0.04 -0.37 -0.65 -0.182
C 4.25339 -0.48338 -0.78045 -0.20 -0.21 0.79 -0.259
C 4.64100 -1.95950 -0.89547 0.32 0.72 -0.79 -0.582
Cl 5.04755 -2.73050 0.66991 -0.19 -0.04 -0.13 0.544
N 1.41764 -0.02240 -1.39661 0.48 -0.76 -0.37 -0.094
N 0.74370 -0.80815 -2.36813 -0.44 -0.06 -0.29 0.017
H 1.36780 0.86661 3.91393 -0.22 0.06 -0.06 0.086
H -0.24071 0.30185 3.36049 0.10 -0.15 0.28 0.082
H 1.13631 -0.84447 3.59910 -0.12 -0.02 -0.29 0.097
H 0.80332 -1.49161 1.57049 0.10 0.04 -0.09 0.132
H -1.07986 0.46747 1.31668 0.09 -0.04 -0.05 0.124
H -0.80229 0.13877 -0.38030 0.22 0.06 0.10 0.100
H -2.13823 -1.36885 -1.39131 0.10 0.14 0.16 0.115
H -3.49669 -3.36026 -1.32502 0.07 0.01 0.06 0.106
H -3.66751 -4.75467 0.70600 -0.03 0.09 -0.17 0.112
H -2.86756 -5.30776 2.80952 -0.20 0.08 0.28 0.074
H -3.25079 -3.83800 3.79665 0.01 -0.31 0.09 0.076
H -1.57456 -4.40287 3.59095 -0.12 0.08 0.06 0.080
H -1.14619 -1.96731 2.70566 -0.09 -0.18 0.05 0.118
H 1.92463 -1.80703 -0.33559 -0.48 0.08 -0.47 0.144
H 3.45082 -0.65349 1.21719 -0.04 0.23 0.02 0.086
H 3.10198 0.88414 0.38045 -0.08 -0.11 0.23 0.090
H 5.13422 0.10455 -0.50257 0.01 -0.10 -0.18 0.107
H 3.88834 -0.14977 -1.75692 0.15 -0.02 0.04 0.106
H 3.87037 -2.51479 -1.43249 -0.01 -0.26 0.46 0.069
H 5.54972 -2.01419 -1.49743 -0.07 -0.19 0.08 0.064
H 0.90377 0.82803 -1.21160 -0.20 -0.18 0.05 0.099
H 0.47375 -1.71196 -1.99086 -0.14 0.13 0.08 0.054
H 1.36070 -1.01939 -3.14465 0.13 0.11 0.15 0.058
C -4.56511 0.53425 3.09710 -0.16 0.23 -0.11 -0.060
C -4.95038 -0.74980 2.38736 0.86 0.23 0.21 -0.243
O -6.38435 -0.89491 2.27036 -0.13 -0.07 -0.03 -0.250
S -7.07833 0.03406 1.18737 -0.29 -0.54 0.40 0.563
C -8.66776 -0.72451 1.19463 -0.02 -0.10 0.05 -0.119
O -6.44797 -0.20270 -0.07486 0.03 0.14 -0.12 -0.280
O -7.20173 1.35639 1.71668 0.02 0.19 -0.30 -0.270
H -4.84837 1.41068 2.51590 0.07 -0.01 -0.01 0.068
H -3.48625 0.56951 3.25494 0.00 -0.12 0.01 0.075
H -5.07111 0.60772 4.06037 0.07 -0.06 0.03 0.087
H -4.48550 -0.82031 1.40179 -0.16 -0.01 -0.05 0.107
H -4.58892 -1.59430 2.97127 -0.38 -0.19 -0.07 0.113
H -8.57688 -1.74031 0.81967 0.03 0.01 0.01 0.074
H -9.30835 -0.13448 0.54252 0.07 0.04 -0.01 0.077
H -9.05668 -0.71299 2.20955 0.03 0.02 0.00 0.075
C -5.66056 2.53466 -1.24120 0.20 0.27 0.12 -0.080
C -5.15842 2.63353 -2.66558 -0.45 -0.46 0.24 -0.242
O -4.12432 3.63088 -2.81815 0.17 0.07 -0.07 -0.263
S -2.67541 3.28855 -2.25008 -0.21 0.52 -0.38 0.558
C -1.81993 4.64112 -2.98490 -0.01 0.04 -0.05 -0.112
O -2.22756 2.06270 -2.83782 0.02 -0.20 0.23 -0.283
O -2.67379 3.46331 -0.83075 0.15 -0.24 0.13 -0.280
H -4.88329 2.17091 -0.57162 -0.04 -0.07 -0.01 0.067
H -6.49960 1.84878 -1.18102 -0.01 0.01 -0.11 0.056
H -5.97157 3.51449 -0.87538 -0.04 0.00 -0.05 0.092
H -4.79866 1.66797 -3.02642 0.18 0.08 0.00 0.116
H -5.97201 2.93956 -3.32165 0.20 0.23 -0.11 0.120
H -1.84165 4.52862 -4.06533 -0.01 -0.02 0.01 0.075
H -0.79480 4.61040 -2.62031 0.00 -0.04 0.02 0.067
H -2.29773 5.56698 -2.67558 0.00 -0.02 0.03 0.078
C 4.53655 1.56114 5.25470 -0.21 0.12 0.14 -0.069
C 5.17961 0.36931 5.93714 -0.15 0.04 -0.75 -0.243
O 5.33136 0.57272 7.35755 0.05 -0.04 0.19 -0.259
S 4.02266 0.48224 8.25613 0.52 -0.01 0.15 0.580
C 4.82396 0.48068 9.82403 0.08 0.02 0.04 -0.117
O 3.39665 -0.78455 8.04056 -0.23 0.06 -0.13 -0.265
O 3.28205 1.70047 8.11623 -0.15 -0.51 0.06 -0.292
H 3.50779 1.69867 5.58638 0.01 -0.02 -0.03 0.061
H 4.52428 1.42426 4.17264 0.10 -0.08 0.01 0.081
H 5.07847 2.47761 5.49106 0.05 -0.03 -0.05 0.086
H 4.61932 -0.54809 5.74849 -0.05 0.01 0.19 0.116
H 6.18334 0.21914 5.54387 0.09 -0.01 0.30 0.122
H 5.41111 -0.42836 9.92010 -0.01 0.00 -0.03 0.075
H 4.04464 0.51169 10.58264 -0.05 -0.01 -0.06 0.077
H 5.45244 1.36463 9.89791 -0.01 0.00 -0.03 0.075
C 2.86529 -5.89078 -6.20814 -0.19 -0.16 0.22 -0.068
C 2.37388 -4.46013 -6.30340 0.73 -0.18 -0.09 -0.250
O 0.93932 -4.36538 -6.19041 -0.16 0.08 0.03 -0.265
S 0.28162 -4.56582 -4.75991 -0.31 0.16 -0.60 0.563
C -1.33879 -4.02279 -5.18195 -0.06 0.07 -0.05 -0.111
O 0.86842 -3.63417 -3.84429 0.20 -0.11 0.25 -0.284
O 0.23227 -5.96168 -4.45497 0.11 -0.02 0.27 -0.272
H 2.68184 -6.30880 -5.21874 0.03 0.02 0.00 0.070
H 3.93770 -5.93682 -6.39985 -0.02 0.08 -0.08 0.083
H 2.34547 -6.52181 -6.92944 0.07 0.05 -0.08 0.078
H 2.85318 -3.82581 -5.55487 -0.21 0.01 0.10 0.114
H 2.62712 -4.05646 -7.28137 -0.35 0.07 -0.04 0.111
H -1.30292 -2.96784 -5.44077 0.03 -0.01 0.00 0.079
H -1.96727 -4.17806 -4.30721 0.07 -0.01 0.04 0.073
H -1.70158 -4.62061 -6.01416 0.04 -0.01 0.01 0.065
C -1.06503 -6.91517 -8.70645 0.21 0.18 0.08 -0.070
C -0.87081 -7.19973 -10.18395 -0.19 -0.48 0.49 -0.246
O -0.45140 -6.03239 -10.91927 0.04 0.11 -0.13 -0.261
S 1.05288 -5.54380 -10.74473 -0.39 0.18 -0.43 0.569
C 1.06122 -4.37019 -12.05708 -0.06 0.03 -0.07 -0.120
O 1.93244 -6.62434 -11.06632 0.11 -0.08 0.24 -0.269
O 1.17246 -4.84615 -9.50261 0.26 -0.06 0.18 -0.274
H -0.12239 -6.66305 -8.22168 -0.01 -0.03 0.00 0.060
H -1.47860 -7.78938 -8.20294 -0.05 -0.02 -0.09 0.086
H -1.73872 -6.06895 -8.56556 -0.06 -0.05 -0.03 0.083
H -0.16165 -8.01424 -10.34180 0.12 0.13 -0.07 0.117
H -1.81785 -7.50617 -10.62469 0.06 0.20 -0.21 0.121
H 0.94037 -4.89419 -13.00113 -0.01 -0.02 0.02 0.075
H 2.02189 -3.86059 -12.02556 0.02 -0.05 0.06 0.077
H 0.25570 -3.65843 -11.89596 0.00 -0.02 0.03 0.076
C 1.78957 3.50523 0.10932 -0.06 0.03 -0.32 -0.067
C 1.98895 4.78230 0.89868 -0.51 -0.54 0.23 -0.234
O 2.93193 5.67831 0.27079 0.12 0.18 -0.09 -0.262
S 2.46083 6.47147 -1.02423 0.53 0.02 0.43 0.562
C 3.82898 7.57696 -1.11367 0.07 0.04 0.04 -0.123
O 1.27363 7.20621 -0.71190 -0.21 -0.11 -0.18 -0.276
O 2.50523 5.59637 -2.15423 -0.27 0.03 -0.17 -0.279
H 1.31750 3.70410 -0.85309 -0.01 0.01 0.01 0.065
H 1.15294 2.81088 0.65994 0.08 0.04 0.14 0.077
H 2.74702 3.02524 -0.09381 0.00 -0.01 0.06 0.079
H 1.04154 5.29706 1.06688 0.07 0.13 -0.11 0.118
H 2.40442 4.54609 1.87673 0.20 0.22 -0.06 0.124
H 3.81681 8.22634 -0.24268 -0.02 -0.03 0.01 0.074
H 3.71144 8.16040 -2.02436 -0.07 -0.03 -0.01 0.076
H 4.74627 6.99575 -1.15857 -0.03 -0.02 0.00 0.074
C 2.59902 4.45633 7.83756 -0.14 0.41 -0.34 -0.087
C 1.58762 5.01507 8.81546 0.47 -0.49 0.15 -0.241
O 0.69689 5.97449 8.20529 -0.15 0.13 -0.01 -0.265
S -0.43933 5.42641 7.23515 0.12 0.52 0.20 0.566
C -1.34919 6.92742 7.09028 -0.02 0.08 0.04 -0.123
O -1.22298 4.46014 7.94073 0.04 -0.22 -0.11 -0.273
O 0.13768 5.11781 5.96399 -0.10 -0.23 -0.07 -0.277
H 2.11490 3.86318 7.06477 0.03 -0.07 0.05 0.066
H 3.31067 3.82112 8.34799 0.01 0.06 0.12 0.051
H 3.13522 5.26678 7.33883 -0.02 0.05 0.07 0.089
H 1.00969 4.21695 9.28524 -0.15 0.06 -0.11 0.118
H 2.10378 5.55047 9.61109 -0.20 0.24 -0.06 0.120
H -1.76676 7.18337 8.06013 0.02 -0.02 0.00 0.073
H -2.14415 6.75235 6.36845 0.03 -0.07 0.00 0.077
H -0.68329 7.70727 6.73018 0.02 -0.03 0.00 0.074
```
Forces are in eV/Å.

Summary:
Max |F| = 0.0438 Eh/bohr
Frontier orbital gap = 8.520 eV
Net charge = 0
HOMO energy = -8.01 eV
SMILES = CO[C@@H](Cc1cccc(C)c1)[C@H](CCCCl)NN.CCOS(C)(=O)=O.CCOS(C)(=O)=O.CCOS(C)(=O)=O.CCOS(C)(=O)=O.CCOS(C)(=O)=O.CCOS(C)(=O)=O.CCOS(C)(=O)=O


DFT (wB97M-V/def2-TZVPD) results for a single C2H3NO2 molecule in a non-equilibrium geometry.

XYZ file:
```
8
Properties=species:S:1:pos:R:3:forces:R:3:lowdin_charge:R:1
C -1.23637 0.12722 0.28966 0.18 -1.56 -0.30 -0.353
C 1.23470 0.22217 -0.28843 -5.02 -2.99 -1.24 -0.324
N 0.03833 -0.41234 0.12125 0.51 1.75 0.74 0.059
O -1.75814 1.05625 -0.21503 0.21 2.34 -0.73 0.089
O 1.82192 1.12959 0.28290 2.61 4.30 3.00 0.210
H -1.83786 -0.49169 0.91905 -0.38 -1.09 0.82 0.116
H 0.06435 -1.37849 -0.04707 -0.16 -1.46 0.35 0.109
H 1.67309 -0.25272 -1.06234 2.05 -1.30 -2.63 0.095
```
Forces are in eV/Å.

Summary:
Max |F| = 0.1162 Eh/bohr
Spin multiplicity = 3
Energy above the lowest of the compared OMol25 structures with the same formula, charge and spin = 52.9 kcal/mol
Frontier orbital gap (spin up / spin down) = 7.358 / 7.417 eV
Net charge = 0
HOMO energy (spin up / spin down) = -6.59 / -10.54 eV